Record 1
{"formula": "C7H8ClN3O3", "method": "ωB97M-V/def2-TZVPD", "species": ["C", "C", "C", "C", "C", "C", "C", "N", "N", "N", "O", "O", "O", "Cl", "H", "H", "H", "H", "H", "H", "H", "H"], "coordinates": [[-1.811, -1.947, -1.012], [-2.288, -3.057, -0.157], [-1.847, -1.407, 1.691], [1.718, 0.868, -0.143], [0.411, 1.294, -0.758], [1.533, -0.053, 1.014], [-0.783, 0.614, 1.120], [-1.433, -0.822, -0.571], [-2.264, -2.634, 1.218], [-1.375, -0.542, 0.722], [-2.789, -4.118, -0.476], [-2.112, -1.160, 2.853], [-0.591, 1.563, 0.234], [2.262, 0.449, 2.502], [-1.974, -1.854, -2.148], [2.154, 0.383, -1.035], [2.181, 1.704, 0.157], [0.573, 2.312, -1.291], [0.142, 0.625, -1.438], [1.249, -1.147, 0.941], [-1.189, 0.808, 2.116], [-2.631, -3.330, 1.871]], "homo_energy_ev": [-7.6, -7.7], "energy_ha": -1121.5882}

***

Record 2
{"formula": "C7H8ClN4O", "method": "ωB97M-V/def2-TZVPD", "species": ["C", "C", "C", "C", "C", "C", "C", "N", "N", "N", "N", "O", "Cl", "H", "H", "H", "H", "H", "H", "H", "H"], "coordinates": [[-1.733, -0.919, -0.032], [0.382, -0.956, -0.046], [-3.163, -1.324, -0.081], [-4.093, -0.347, 0.056], [-2.588, 1.615, -0.167], [1.766, -1.225, 0.031], [0.882, 1.348, 0.411], [-0.686, -1.727, -0.109], [-1.331, 0.322, -0.021], [-0.033, 0.320, 0.080], [-3.785, 1.040, -0.015], [-2.034, 2.626, -0.323], [-5.782, -0.683, 0.117], [-3.302, -2.360, 0.170], [1.880, -2.390, 0.031], [2.347, -0.887, -0.871], [2.288, -0.685, 0.834], [0.371, 2.423, 0.212], [1.093, 1.209, 1.470], [1.837, 1.496, -0.116], [-4.652, 1.609, 0.086]], "homo_energy_ev": -13.3, "de_lowest_kj_mol": 117.68, "energy_ha": -1025.6970, "smiles": "Cc1nc2cc(Cl)[nH+]c(=O)n2n1C", "total_charge": 1}

***

Record 3
{"formula": "C7H8F9N5O6RuS5", "method": "ωB97M-V/def2-TZVPD", "species": ["Ru", "F", "C", "F", "F", "S", "O", "O", "N", "S", "O", "O", "C", "F", "F", "F", "N", "C", "N", "S", "H", "H", "H", "H", "S", "C", "F", "C", "F", "F", "C", "O", "O", "N", "C", "N", "S", "H", "H", "H", "H"], "coordinates": [[-0.698, -0.498, 0.554], [3.128, 0.379, 3.454], [3.091, -0.936, 3.279], [4.327, -1.412, 3.231], [2.438, -1.498, 4.289], [2.215, -1.346, 1.713], [0.914, -0.704, 1.921], [2.259, -2.771, 1.605], [3.115, -0.597, 0.669], [2.558, 0.227, -0.553], [3.391, 0.078, -1.700], [1.131, 0.065, -0.770], [2.799, 1.966, 0.004], [2.276, 2.796, -0.893], [2.206, 2.159, 1.177], [4.097, 2.218, 0.129], [-3.490, 1.504, 1.202], [-2.402, 2.261, 1.271], [-2.533, 3.580, 1.117], [-0.854, 1.637, 1.655], [-4.301, 1.826, 0.697], [-3.356, 0.505, 1.243], [-3.426, 4.011, 0.947], [-1.701, 4.138, 1.036], [-2.771, -2.024, 2.618], [-1.845, -1.290, 1.615], [-4.584, 0.635, -1.796], [-3.467, 0.941, -2.497], [-3.178, 2.225, -2.218], [-3.768, 0.858, -3.786], [-2.302, -0.007, -2.088], [-1.913, -0.810, -2.915], [-1.924, 0.254, -0.907], [1.998, -3.048, -1.385], [0.778, -2.600, -1.657], [0.496, -2.119, -2.849], [-0.471, -2.731, -0.456], [2.767, -2.904, -2.020], [2.193, -3.340, -0.437], [1.222, -1.956, -3.530], [-0.420, -1.672, -2.969]], "homo_energy_ev": -8.4, "de_lowest_kj_mol": 0.00, "energy_ha": -3981.5199}

***

Record 4
{"formula": "C7H8FN", "method": "ωB97M-V/def2-TZVPD", "species": ["C", "C", "C", "C", "C", "C", "C", "N", "F", "H", "H", "H", "H", "H", "H", "H", "H"], "coordinates": [[-2.900, 0.146, -0.513], [-1.772, 0.969, -0.722], [-2.507, -1.058, 0.078], [-0.718, 0.245, -0.177], [2.376, 0.326, 1.024], [2.408, -0.361, -0.336], [1.540, 0.776, -0.065], [-1.120, -0.939, 0.311], [1.612, 2.050, -0.618], [-3.842, 0.408, -0.847], [-1.813, 1.900, -1.147], [-2.857, -2.035, 0.304], [1.937, -0.152, 1.867], [3.282, 0.916, 1.583], [3.291, -0.098, -0.995], [1.768, -1.307, -0.453], [-0.685, -1.787, 0.706]], "homo_energy_ev": -8.1, "de_lowest_kj_mol": 348.98, "energy_ha": -425.9482}